ORCA calculation (the ωB97M-V functional and the def2-TZVPD basis) on a 9-piece molecular cluster, C54H135N9O18 overall at a distorted geometry.

Each line ends with the Löwdin charge.
Geometry (Å):
C: 6.218 -6.396 7.001  -0.093
O: 4.824 -6.521 7.307  -0.206
C: 3.922 -5.623 6.648  -0.207
C: 4.068 -5.485 5.152  -0.211
N: 5.159 -4.598 4.708  -0.053
C: 5.830 -5.018 3.466  -0.192
C: 7.245 -4.505 3.520  -0.227
O: 7.988 -5.363 4.374  -0.201
C: 9.370 -5.234 4.213  -0.128
H: 6.594 -5.377 7.110  0.085
H: 6.342 -6.784 5.989  0.081
H: 6.695 -7.075 7.703  0.091
H: 3.924 -4.719 7.267  0.115
H: 2.959 -6.117 6.799  0.122
H: 3.157 -5.005 4.769  0.113
H: 4.036 -6.485 4.701  0.123
H: 5.830 -4.572 5.462  0.059
H: 5.293 -4.514 2.658  0.107
H: 5.823 -6.101 3.312  0.121
H: 7.376 -3.480 3.887  0.129
H: 7.686 -4.485 2.512  0.122
H: 9.844 -5.826 4.993  0.089
H: 9.732 -4.198 4.332  0.090
H: 9.766 -5.514 3.227  0.088
C: -1.899 -2.877 -1.527  -0.112
O: -0.586 -2.539 -1.900  -0.180
C: -0.471 -1.214 -2.390  -0.217
C: -0.118 -0.219 -1.301  -0.208
N: 1.094 -0.549 -0.574  -0.035
C: 1.248 0.405 0.521  -0.222
C: 2.451 0.029 1.350  -0.260
O: 2.309 -1.186 2.011  -0.163
C: 3.537 -1.740 2.430  -0.093
H: -2.575 -2.873 -2.388  0.076
H: -2.246 -2.287 -0.672  0.079
H: -1.931 -3.903 -1.154  0.073
H: -1.367 -0.968 -2.968  0.110
H: 0.351 -1.248 -3.117  0.109
H: -0.989 -0.288 -0.625  0.118
H: 0.028 0.771 -1.734  0.108
H: 1.051 -1.488 -0.195  0.111
H: 0.386 0.414 1.211  0.118
H: 1.348 1.406 0.099  0.108
H: 2.541 0.860 2.076  0.116
H: 3.360 0.098 0.740  0.118
H: 3.393 -2.807 2.601  0.078
H: 3.837 -1.306 3.389  0.066
H: 4.313 -1.618 1.669  0.092
C: -7.825 3.273 -8.341  -0.103
O: -7.280 1.987 -8.103  -0.203
C: -5.921 1.890 -8.445  -0.242
C: -5.556 0.415 -8.505  -0.212
N: -4.144 0.152 -8.197  -0.047
C: -3.761 -1.208 -8.638  -0.197
C: -4.268 -2.293 -7.695  -0.238
O: -4.194 -1.823 -6.382  -0.222
C: -4.319 -2.750 -5.329  -0.083
H: -8.837 3.233 -7.957  0.088
H: -7.746 3.486 -9.415  0.085
H: -7.217 4.050 -7.862  0.085
H: -5.228 2.444 -7.799  0.116
H: -5.813 2.314 -9.458  0.119
H: -5.844 -0.011 -9.469  0.119
H: -6.237 -0.103 -7.810  0.122
H: -4.148 -0.001 -7.191  0.083
H: -2.669 -1.237 -8.689  0.109
H: -4.069 -1.430 -9.661  0.114
H: -3.651 -3.206 -7.741  0.120
H: -5.261 -2.670 -7.985  0.124
H: -3.693 -3.631 -5.524  0.092
H: -5.359 -3.068 -5.211  0.096
H: -3.912 -2.234 -4.465  0.058
C: -6.808 -1.709 1.768  -0.108
O: -6.166 -2.957 1.644  -0.174
C: -4.770 -2.885 1.664  -0.259
C: -4.146 -4.253 1.572  -0.210
N: -4.276 -4.782 0.213  -0.058
C: -3.954 -6.186 0.054  -0.223
C: -4.261 -6.675 -1.335  -0.257
O: -5.647 -6.840 -1.465  -0.177
C: -6.055 -7.014 -2.793  -0.119
H: -7.747 -1.816 1.223  0.088
H: -6.282 -0.865 1.307  0.086
H: -6.986 -1.442 2.814  0.088
H: -4.414 -2.478 2.629  0.126
H: -4.306 -2.207 0.935  0.116
H: -4.562 -4.989 2.272  0.123
H: -3.095 -4.081 1.832  0.120
H: -5.270 -4.681 0.017  0.111
H: -4.539 -6.842 0.721  0.126
H: -2.889 -6.321 0.259  0.122
H: -3.696 -7.598 -1.536  0.125
H: -3.872 -5.983 -2.099  0.120
H: -7.086 -7.359 -2.832  0.087
H: -5.468 -7.818 -3.267  0.089
H: -5.925 -6.119 -3.411  0.083
C: 1.401 -0.190 -5.811  -0.102
O: 2.800 -0.176 -5.670  -0.209
C: 3.606 -0.140 -6.809  -0.247
C: 5.009 -0.613 -6.556  -0.231
N: 5.103 -2.073 -6.450  -0.044
C: 6.261 -2.443 -5.598  -0.215
C: 6.355 -3.950 -5.476  -0.270
O: 5.272 -4.482 -4.772  -0.171
C: 5.212 -5.882 -4.911  -0.116
H: 0.929 0.198 -4.911  0.064
H: 1.153 -1.260 -5.860  0.094
H: 1.048 0.326 -6.707  0.091
H: 3.662 0.881 -7.208  0.125
H: 3.143 -0.820 -7.540  0.129
H: 5.486 -0.028 -5.758  0.121
H: 5.559 -0.375 -7.473  0.119
H: 4.353 -2.330 -5.806  0.103
H: 6.083 -2.016 -4.601  0.123
H: 7.223 -2.099 -5.980  0.120
H: 7.305 -4.142 -4.951  0.124
H: 6.478 -4.310 -6.505  0.124
H: 4.267 -6.244 -4.502  0.086
H: 5.988 -6.357 -4.298  0.088
H: 5.254 -6.225 -5.948  0.088
C: 3.006 1.821 -2.461  -0.111
O: 2.243 2.818 -1.835  -0.192
C: 1.621 3.730 -2.709  -0.230
C: 0.278 4.109 -2.156  -0.201
N: -0.346 5.119 -2.995  -0.068
C: -1.683 5.499 -2.574  -0.221
C: -1.753 6.292 -1.296  -0.197
O: -1.548 5.524 -0.114  -0.197
C: -2.667 4.808 0.290  -0.121
H: 3.380 1.099 -1.737  0.077
H: 3.930 2.217 -2.912  0.090
H: 2.459 1.278 -3.238  0.073
H: 1.537 3.379 -3.746  0.123
H: 2.246 4.632 -2.784  0.129
H: 0.294 4.438 -1.120  0.120
H: -0.389 3.222 -2.167  0.120
H: -0.283 4.960 -3.988  0.106
H: -2.258 4.562 -2.475  0.082
H: -2.159 6.059 -3.382  0.122
H: -2.753 6.741 -1.200  0.118
H: -1.017 7.096 -1.275  0.129
H: -3.443 5.452 0.739  0.093
H: -2.412 4.094 1.073  0.083
H: -3.211 4.249 -0.484  0.077
C: 3.506 2.555 6.437  -0.134
O: 3.506 1.196 6.737  -0.191
C: 4.317 0.441 5.844  -0.231
C: 4.562 -0.948 6.365  -0.220
N: 5.356 -0.973 7.571  -0.036
C: 4.577 -0.884 8.809  -0.205
C: 5.549 -1.012 9.966  -0.222
O: 6.279 -2.230 9.925  -0.202
C: 5.565 -3.356 10.375  -0.112
H: 3.143 2.775 5.429  0.077
H: 4.519 2.993 6.505  0.093
H: 3.027 3.077 7.266  0.088
H: 5.141 1.079 5.489  0.123
H: 3.793 0.411 4.864  0.106
H: 5.037 -1.495 5.544  0.106
H: 3.574 -1.429 6.446  0.126
H: 5.904 -1.821 7.655  0.098
H: 3.822 -1.675 8.929  0.112
H: 4.117 0.102 8.826  0.113
H: 5.035 -0.943 10.936  0.120
H: 6.282 -0.205 9.977  0.124
H: 6.255 -4.195 10.277  0.088
H: 4.711 -3.606 9.734  0.076
H: 5.246 -3.258 11.417  0.089
C: -1.928 8.710 7.367  -0.125
O: -0.673 8.191 7.025  -0.193
C: -0.518 6.823 7.372  -0.234
C: 0.635 6.274 6.580  -0.187
N: 0.231 6.178 5.168  -0.058
C: 1.216 5.590 4.315  -0.239
C: 0.651 5.172 2.963  -0.234
O: -0.365 4.202 3.042  -0.188
C: 0.124 2.894 3.260  -0.096
H: -2.756 7.995 7.280  0.084
H: -2.221 9.579 6.785  0.084
H: -1.883 8.967 8.436  0.089
H: -1.437 6.246 7.227  0.122
H: -0.314 6.812 8.455  0.124
H: 1.030 5.327 6.935  0.115
H: 1.416 7.052 6.547  0.123
H: -0.103 7.048 4.778  0.118
H: 1.613 4.669 4.751  0.093
H: 2.086 6.235 4.095  0.123
H: 1.493 4.863 2.321  0.122
H: 0.222 6.016 2.412  0.121
H: 0.769 2.618 2.418  0.072
H: -0.788 2.298 3.216  0.092
H: 0.617 2.709 4.218  0.080
C: -4.726 0.092 -2.951  -0.118
O: -4.514 1.392 -2.472  -0.167
C: -4.271 2.331 -3.488  -0.225
C: -5.569 2.810 -4.151  -0.193
N: -6.241 3.913 -3.473  -0.046
C: -5.430 5.139 -3.365  -0.212
C: -6.283 6.244 -2.823  -0.226
O: -6.604 5.849 -1.492  -0.195
C: -7.291 6.854 -0.799  -0.126
H: -4.984 -0.534 -2.101  0.092
H: -3.817 -0.270 -3.450  0.066
H: -5.493 -0.031 -3.729  0.084
H: -3.572 2.019 -4.287  0.126
H: -3.684 3.136 -3.049  0.085
H: -6.180 1.913 -4.258  0.109
H: -5.398 3.162 -5.175  0.107
H: -6.360 3.639 -2.499  0.109
H: -4.997 5.309 -4.356  0.127
H: -4.595 5.014 -2.665  0.091
H: -7.264 6.286 -3.313  0.126
H: -5.790 7.217 -2.932  0.123
H: -7.455 6.590 0.244  0.086
H: -8.292 7.051 -1.210  0.089
H: -6.731 7.798 -0.832  0.086

Output
gap between HOMO and LUMO = 0.3258 Eh
maximum force = 2.4 eV Å⁻¹
charge = 0
SMILES = COCCNCCOC.COCCNCCOC.COCCNCCOC.COCCNCCOC.COCCNCCOC.COCCNCCOC.COCCNCCOC.COCCNCCOC.COCCNCCOC
2S+1 = 1
ΔE to the lowest compared entry with this formula, charge and spin = 361.1 kJ/mol
E_LUMO = 0.55 eV